1.
Molecular formula: C5H8NO3
Method: DFT, wB97M-V/def2-TZVPD

Atoms and positions in Å:
C -0.156 -0.379 -1.076
C 0.120 0.374 0.027
C -0.598 -1.650 -0.520
C -0.519 -1.215 1.021
C 0.446 2.212 1.518
N -0.019 -0.059 -2.544
O -0.736 -2.693 -1.079
O 0.275 -1.859 1.804
O 0.571 1.571 0.224
H -1.326 -0.952 1.599
H -0.245 3.093 1.347
H 1.489 2.417 2.005
H 0.004 1.697 2.388
H 0.167 0.915 -2.533
H -1.009 -0.226 -2.832
H 0.669 -0.673 -2.832
H 0.868 -2.575 1.483

Atoms 1-2, force components in eV/Å:
0.4 1.1 1.1
-1.3 -2.3 1.4

Properties
- HOMO-LUMO gap (eV) = 9.93
- HOMO energy (eV) = -13.6
- net charge = +1
- relative energy (zero: lowest compared OMol25 entry of this formula, charge and spin) (eV) = 2.820

=====

2.
Molecular formula: C6H14N2O2Tl
Method: DFT, wB97M-V/def2-TZVPD

Atoms and positions in Å:
Tl -10.138 8.984 7.488
C -8.565 5.644 9.256
C -9.623 6.662 9.334
O -9.652 7.585 8.510
N -10.530 6.485 10.326
C -11.519 7.437 10.591
H -7.867 5.833 8.439
H -8.930 4.627 9.110
H -7.903 5.745 10.116
H -10.409 5.670 10.911
H -11.375 8.474 10.289
H -11.658 7.577 11.663
H -12.468 7.000 10.279
C -6.465 7.183 7.216
C -7.189 8.423 7.806
O -8.424 8.453 7.807
N -6.398 9.380 8.403
C -6.839 10.551 8.964
H -6.923 6.316 7.692
H -5.398 7.308 7.397
H -6.580 7.146 6.132
H -5.393 9.296 8.456
H -7.765 10.857 8.477
H -6.105 11.325 8.736
H -6.848 10.447 10.049

Atoms 1-2, force components in eV/Å:
-8.9 8.3 -5.9
1.3 -0.2 -0.8

Properties
- HOMO-LUMO gap (eV) = 3.65
- HOMO energy (eV) = -21.5
- net charge = +3
- relative energy (zero: lowest compared OMol25 entry of this formula, charge and spin) (eV) = 8.630

=====

3.
Molecular formula: C5H14
Method: DFT, wB97M-V/def2-TZVPD

Atoms and positions in Å:
C -1.883 1.196 -0.808
C -2.419 -0.156 -0.355
C -1.547 -0.802 0.732
H -0.864 1.097 -1.172
H -1.877 1.956 -0.017
H -2.554 1.687 -1.514
H -3.438 -0.047 0.009
H -2.476 -0.811 -1.229
H -2.030 -0.709 1.701
H -1.468 -1.888 0.609
H -0.544 -0.398 0.788
C 3.079 -0.217 0.758
C 2.134 0.011 -0.460
H 3.312 0.721 1.265
H 2.650 -0.915 1.475
H 3.999 -0.698 0.420
H 1.104 -0.077 -0.158
H 2.479 0.907 -0.964
H 2.343 -0.858 -1.079

Atoms 1-2, force components in eV/Å:
-0.5 0.6 0.5
0.3 0.0 -0.1

Properties
- HOMO-LUMO gap (eV) = 12.42
- HOMO energy (eV) = -11.3
- SMILES = CCC.CC
- relative energy (zero: lowest compared OMol25 entry of this formula, charge and spin) (eV) = 0.405

=====

4.
Molecular formula: C4H5N3
Method: DFT, wB97M-V/def2-TZVPD

Atoms and positions in Å:
C 0.639 -1.461 0.192
N 0.607 0.017 0.357
C -0.623 0.774 -0.072
C -0.536 2.132 0.274
N -0.444 3.254 0.582
C -1.355 0.262 -1.132
N -1.954 -0.217 -2.007
H 0.005 -1.883 0.969
H 1.663 -1.825 0.320
H 0.259 -1.747 -0.791
H 1.486 0.447 0.017
H 0.252 0.246 1.291

Atoms 1-2, force components in eV/Å:
-0.2 -0.1 0.0
-0.5 0.2 0.2

Properties
- HOMO-LUMO gap (eV) = 8.09
- HOMO energy (eV) = -8.2
- relative energy (zero: lowest compared OMol25 entry of this formula, charge and spin) (eV) = 3.582

=====

5.
Molecular formula: C6H11N
Method: DFT, wB97M-V/def2-TZVPD

Atoms and positions in Å:
C -1.881 0.483 -0.518
C -1.374 -0.864 -0.089
C 0.139 -0.902 -0.329
C 0.920 0.013 0.617
C 2.412 0.072 0.235
C 0.327 1.429 0.751
N -0.876 1.536 0.203
H -1.500 2.313 0.150
H -1.873 0.612 -1.620
H -2.943 0.652 -0.214
H -1.593 -0.975 0.981
H -1.862 -1.697 -0.604
H 0.498 -1.929 -0.228
H 0.342 -0.588 -1.364
H 0.880 -0.418 1.634
H 2.854 -0.934 0.196
H 2.545 0.527 -0.755
H 2.984 0.668 0.954

Atoms 1-2, force components in eV/Å:
1.0 0.2 0.5
0.2 -0.3 0.1

Properties
- HOMO-LUMO gap (eV) = 8.66
- HOMO energy (eV) = -7.7
- relative energy (zero: lowest compared OMol25 entry of this formula, charge and spin) (eV) = 2.355

=====

6.
Molecular formula: C14H18IN3O4PSSn
Method: DFT, wB97M-V/def2-TZVPD

Atoms and positions in Å:
Sn 0.986 0.955 -0.074
O -1.326 -2.551 -1.007
C -0.335 -1.840 -1.056
O -0.432 -0.569 -0.680
C 0.945 -2.331 -1.645
C 0.804 -3.277 -2.664
C 1.901 -3.770 -3.342
C 3.169 -3.319 -2.997
C 3.327 -2.403 -1.972
C 2.226 -1.901 -1.273
S 2.599 -0.906 0.149
H -0.194 -3.613 -2.909
H 1.772 -4.500 -4.130
H 4.040 -3.687 -3.523
H 4.316 -2.072 -1.683
I -2.111 -2.352 4.044
C -0.707 -0.852 3.738
C -0.066 -0.220 4.793
C 0.853 0.779 4.509
C 1.090 1.117 3.190
N 0.470 0.501 2.182
C -0.403 -0.472 2.444
H -0.274 -0.504 5.816
H 1.377 1.292 5.303
H 1.792 1.900 2.928
H -0.853 -0.965 1.592
N -2.878 -0.714 -0.037
C -3.557 0.453 -0.671
P -3.070 1.878 0.361
O -3.873 1.794 1.643
O -1.585 1.898 0.358
C -3.809 3.419 -0.376
N -4.449 4.078 0.810
H -1.810 -0.592 -0.082
H -3.013 -1.609 -0.512
H -3.159 -0.822 0.938
H -4.635 0.311 -0.691
H -3.175 0.562 -1.686
H -4.577 3.200 -1.114
H -3.051 4.057 -0.820
H -5.367 4.471 0.618
H -3.861 4.808 1.206
H -4.481 3.250 1.505

Atoms 1-2, force components in eV/Å:
0.0 0.1 -0.2
0.1 -0.4 0.0

Properties
- HOMO-LUMO gap (eV) = 7.32
- HOMO energy (eV) = -10.0
- net charge = +1
- relative energy (zero: lowest compared OMol25 entry of this formula, charge and spin) (eV) = 0.000

=====

7.
Molecular formula: C3H12O4
Method: DFT, wB97M-V/def2-TZVPD

Atoms and positions in Å:
C -1.909 -1.867 0.686
C -1.459 -0.438 0.625
C -1.042 0.125 -0.509
O -0.802 1.439 -0.676
H -2.095 -2.290 1.672
H -2.874 -2.033 0.188
H -1.219 -2.528 0.152
H -1.694 0.116 1.528
H -0.921 -0.577 -1.321
H -0.084 1.550 -1.328
O 1.239 1.452 -2.333
H 1.789 1.017 -1.645
H 1.783 2.159 -2.691
O 1.342 0.727 1.913
H 1.220 1.572 2.389
H 0.417 0.494 1.711
O 2.303 -0.196 -0.428
H 2.134 0.325 0.385
H 1.873 -1.047 -0.318

Atoms 1-2, force components in eV/Å:
-0.4 -0.9 -0.8
-0.7 0.0 0.5

Properties
- HOMO-LUMO gap (eV) = 9.32
- HOMO energy (eV) = -8.7
- SMILES = C/C=C/O.O.O.O
- relative energy (zero: lowest compared OMol25 entry of this formula, charge and spin) (eV) = 0.496

=====

8.
Molecular formula: C43H47NO3RbSTe
Method: DFT, wB97M-V/def2-TZVPD

Atoms and positions in Å:
Rb 1.953 0.254 -0.481
C 4.732 -1.192 -0.868
C 4.268 -2.371 -0.246
C 4.165 -2.124 1.140
C 4.559 -0.789 1.377
C 4.911 -0.216 0.137
C 5.437 1.178 -0.071
C 4.617 -0.082 2.703
C 3.760 -3.151 2.147
C 3.927 -3.684 -0.892
C 5.061 -0.989 -2.321
H 5.067 1.632 -0.996
H 6.534 1.213 -0.112
H 5.141 1.839 0.751
H 3.923 0.766 2.776
H 5.613 0.321 2.921
H 4.364 -0.755 3.526
H 2.723 -3.472 2.049
H 3.879 -2.783 3.170
H 4.368 -4.062 2.071
H 2.872 -3.961 -0.760
H 4.514 -4.516 -0.482
H 4.116 -3.667 -1.968
H 4.512 -0.152 -2.775
H 4.826 -1.874 -2.916
H 6.122 -0.770 -2.487
C -5.977 -1.285 -1.331
C -4.664 -0.568 -1.162
C -4.516 0.775 -1.417
C -3.293 1.471 -1.304
C -3.276 2.900 -1.615
O -2.301 3.527 -2.006
C -4.574 3.678 -1.465
C -4.849 4.697 -2.370
C -5.994 5.468 -2.233
C -6.861 5.242 -1.170
C -6.582 4.239 -0.253
C -5.448 3.452 -0.410
C -2.102 0.776 -0.903
O -0.956 1.275 -0.778
C -2.308 -0.617 -0.578
C -3.513 -1.249 -0.714
C -1.112 -1.330 -0.042
N -0.367 -2.121 -0.695
C -0.625 -2.411 -2.093
C -0.448 -3.905 -2.342
Te -1.855 -5.152 -1.311
C -1.051 -5.033 0.621
C 0.281 -5.345 0.854
C 0.808 -5.229 2.128
C 0.002 -4.823 3.184
C -1.331 -4.524 2.957
C -1.858 -4.619 1.676
C -0.715 -1.039 1.383
C -1.465 -0.173 2.172
C -1.046 0.146 3.457
C 0.133 -0.387 3.962
C 0.882 -1.259 3.182
C 0.450 -1.593 1.908
H -6.749 -0.602 -1.688
H -6.332 -1.716 -0.390
H -5.904 -2.106 -2.049
H -5.388 1.331 -1.752
H -4.147 4.877 -3.174
H -6.207 6.249 -2.952
H -7.752 5.848 -1.057
H -7.248 4.062 0.582
H -5.233 2.657 0.295
H -3.578 -2.309 -0.471
H 0.145 -1.892 -2.680
H -1.602 -2.075 -2.446
H 0.541 -4.238 -2.027
H -0.576 -4.156 -3.396
H 0.919 -5.661 0.037
H 1.853 -5.442 2.294
H 0.422 -4.719 4.176
H -1.957 -4.178 3.770
H -2.888 -4.337 1.494
H -2.371 0.265 1.771
H -1.636 0.830 4.056
H 0.473 -0.119 4.955
H 1.808 -1.681 3.553
H 1.027 -2.281 1.302
O 2.222 2.528 -1.328
S 1.206 3.383 -0.595
C 2.185 4.620 0.298
C 2.472 5.752 -0.678
C 1.140 5.981 -1.391
C 0.641 4.603 -1.821
H 3.059 4.083 0.665
H 1.585 4.955 1.147
H 3.230 5.429 -1.395
H 2.845 6.645 -0.176
H 1.228 6.650 -2.248
H 0.424 6.434 -0.699
H 1.144 4.248 -2.721
H -0.438 4.505 -1.942

Atoms 1-2, force components in eV/Å:
-0.3 -1.9 0.6
0.1 0.0 0.0

Properties
- HOMO-LUMO gap (eV) = 5.32
- HOMO energy (eV) = -3.2
- net charge = -1
- relative energy (zero: lowest compared OMol25 entry of this formula, charge and spin) (eV) = 0.457

=====

9.
Molecular formula: C20H40O9S2
Method: DFT, wB97M-V/def2-TZVPD

Atoms and positions in Å:
C 1.729 -0.952 -0.230
C 2.207 0.262 -0.963
C 1.385 1.679 -1.084
C 0.359 2.116 0.154
C 1.147 2.146 1.590
C 0.184 2.187 2.916
C -0.875 3.436 2.972
C -0.313 4.855 2.374
C 1.170 5.299 2.915
C 2.059 5.781 1.582
C 3.650 5.992 1.941
C 4.421 4.646 2.472
C 2.245 2.848 -1.847
O 1.455 3.372 -2.992
C 0.152 2.700 -2.876
O -1.089 3.087 -3.218
O 0.415 1.398 -2.190
H 0.865 -1.666 -0.579
H 2.304 -1.220 0.777
H 3.271 0.228 -1.501
H -0.598 1.415 0.136
H 0.006 3.205 -0.101
H 1.978 2.993 1.567
H 1.758 1.123 1.656
H 0.897 2.230 3.869
H -0.409 1.153 2.986
H -1.942 3.168 2.508
H -1.098 3.629 4.129
H -0.346 4.925 1.191
H -1.069 5.698 2.751
H 1.160 6.258 3.623
H 1.694 4.453 3.531
H 2.006 4.994 0.700
H 1.576 6.776 1.136
H 3.749 6.897 2.691
H 4.189 6.318 0.936
H 3.774 3.927 3.132
H 5.305 5.026 3.178
H 4.925 4.002 1.612
H 3.132 2.296 -2.425
H 2.751 3.627 -1.113
C -3.924 -2.059 -1.377
C -4.468 -2.524 -0.039
O -3.597 -3.457 0.584
S -2.230 -2.906 1.278
C -1.802 -4.393 2.148
O -2.573 -1.886 2.248
O -1.241 -2.683 0.246
H -3.010 -1.472 -1.248
H -4.654 -1.432 -1.897
H -3.672 -2.915 -2.011
H -4.666 -1.676 0.625
H -5.424 -3.035 -0.202
H -2.563 -4.596 2.903
H -0.832 -4.235 2.626
H -1.732 -5.215 1.433
C -1.257 -7.657 -4.425
C -1.662 -7.197 -3.037
O -0.783 -6.197 -2.540
S -0.911 -4.684 -3.130
C 0.120 -3.883 -1.926
O -2.272 -4.223 -2.952
O -0.241 -4.625 -4.411
H -1.382 -6.855 -5.158
H -1.868 -8.504 -4.748
H -0.202 -7.950 -4.444
H -2.698 -6.845 -3.022
H -1.601 -8.049 -2.348
H -0.355 -3.957 -0.947
H 0.222 -2.834 -2.216
H 1.100 -4.364 -1.923

Atoms 1-2, force components in eV/Å:
1.1 1.8 -0.8
-0.5 -1.0 1.4

Properties
- HOMO-LUMO gap (eV) = 7.26
- HOMO energy (eV) = -8.2
- SMILES = C=C[C@@]1(CCCCCCCCC)COC(=O)O1.CCOS(C)(=O)=O.CCOS(C)(=O)=O

=====

10.
Molecular formula: C11H38N2O8
Method: DFT, wB97M-V/def2-TZVPD

Atoms and positions in Å:
N 2.311 -0.516 0.104
C 1.497 0.124 -0.661
N 1.522 1.322 -0.331
O 0.755 -0.412 -1.452
H 3.035 0.106 0.433
H 2.257 -1.521 0.018
H 1.200 2.090 -0.902
H 2.134 1.630 0.412
C -1.057 3.286 -4.068
C -1.836 4.003 -3.003
O -0.805 4.592 -2.284
H -0.375 3.830 -4.722
H -1.747 2.860 -4.797
H -0.513 2.517 -3.521
H -2.455 3.302 -2.444
H -2.545 4.753 -3.354
H -1.058 4.476 -1.365
C 3.195 2.965 5.085
C 3.344 1.690 4.269
O 3.907 1.926 3.049
H 2.505 3.628 4.563
H 4.109 3.527 5.275
H 2.784 2.759 6.073
H 2.341 1.285 4.133
H 3.980 0.989 4.808
H 4.855 2.010 3.174
C -3.859 -2.822 1.675
C -3.513 -2.613 0.177
O -3.097 -1.263 0.022
H -4.199 -3.835 1.888
H -4.576 -2.119 2.100
H -2.948 -2.637 2.245
H -4.349 -2.703 -0.515
H -2.714 -3.302 -0.096
H -2.275 -1.244 -0.474
C 1.078 -5.003 -3.108
O 1.686 -4.968 -1.822
H 1.250 -4.152 -3.768
H 1.379 -5.902 -3.645
H -0.011 -5.046 -3.095
H 2.593 -5.278 -1.876
C -3.654 -2.115 -4.599
O -2.524 -1.281 -4.865
H -4.263 -1.401 -4.043
H -4.012 -2.577 -5.520
H -3.407 -2.874 -3.857
H -2.059 -0.924 -4.105
C 1.335 6.515 1.819
O 0.166 6.597 2.504
H 1.279 6.930 0.812
H 2.174 7.002 2.314
H 1.567 5.453 1.737
H -0.546 6.476 1.872
C 0.782 -5.027 2.760
O 0.083 -5.739 3.781
H 1.671 -5.643 2.625
H 0.194 -5.027 1.843
H 1.113 -4.034 3.065
H 0.319 -6.661 3.656

Atoms 1-2, force components in eV/Å:
2.8 -3.1 2.1
-2.3 -4.3 -2.2

Properties
- HOMO-LUMO gap (eV) = 9.97
- HOMO energy (eV) = -9.7
- SMILES = NC(N)=O.CCO.CCO.CCO.CO.CO.CO.CO
- relative energy (zero: lowest compared OMol25 entry of this formula, charge and spin) (eV) = 3.271

=====

11.
Molecular formula: C11H16ClIN2OPPd
Method: DFT, wB97M-V/def2-TZVPD

Atoms and positions in Å:
C 2.518 -0.725 -0.767
I 4.020 1.291 -1.685
H 1.970 -1.527 -1.298
H 3.132 -1.153 0.047
H 3.120 -0.271 -1.657
Pd -0.704 -0.130 -0.146
P -0.639 0.182 -2.343
C 0.781 0.463 -3.439
C -1.510 -1.182 -3.186
H -2.571 1.553 -2.039
H -1.724 1.946 -3.589
H -1.081 2.506 -2.007
C -1.609 1.705 -2.531
H -2.525 -1.248 -2.780
H -1.523 -0.999 -4.269
H 0.404 0.714 -4.441
H 1.406 -0.431 -3.542
H -0.985 -2.123 -2.967
H 1.416 1.285 -3.087
C 1.421 0.192 -0.193
O 1.566 1.181 0.490
Cl -3.040 -0.450 -0.260
N 2.800 -0.889 5.342
C 1.777 -0.707 4.797
C 0.522 -0.476 4.136
C -0.602 -0.040 4.856
C -1.764 0.235 4.141
C -1.752 0.116 2.747
N -0.672 -0.292 2.076
C 0.431 -0.672 2.744
H -0.544 0.074 5.942
H -2.666 0.604 4.622
H -2.616 0.362 2.130
H 1.244 -1.096 2.153

Atoms 1-2, force components in eV/Å:
-1.9 -1.5 0.2
2.5 3.3 -0.6

Properties
- HOMO-LUMO gap (spin up / spin down) (eV) = 8.37 / 3.91
- HOMO energy (spin up / spin down) (eV) = -19.2 / -18.9
- net charge = +3
- spin multiplicity = 5

=====

12.
Molecular formula: C5H7NO
Method: DFT, wB97M-V/def2-TZVPD

Atoms and positions in Å:
C 0.356 1.814 -0.082
C 1.667 1.043 -0.068
N 1.566 -0.407 -0.279
C 0.449 -0.928 -0.289
C -0.714 -1.489 -0.216
C -1.828 -2.116 0.433
O -1.782 -1.877 -0.996
H 0.546 2.881 0.065
H -0.318 1.471 0.711
H -0.165 1.684 -1.037
H 2.183 1.169 0.891
H 2.351 1.422 -0.835
H -1.762 -3.162 0.726
H -2.548 -1.505 0.977

Atoms 1-2, force components in eV/Å:
0.0 0.0 0.0
0.1 0.2 0.0

Properties
- HOMO-LUMO gap (eV) = 9.32
- HOMO energy (eV) = -8.4
- SMILES = CCN=C=C1CO1
- relative energy (zero: lowest compared OMol25 entry of this formula, charge and spin) (eV) = 3.718